{
  "formula": "C17H16Cl2N2O3S",
  "method": "wB97M-V/def2-TZVPD",
  "elements": ["C", "C", "C", "C", "C", "C", "C", "N", "O", "O", "H", "H", "H", "C", "O", "N", "H", "C", "C", "H", "H", "S", "C", "C", "C", "C", "C", "C", "C", "Cl", "H", "H", "H", "Cl", "H", "H", "H", "H", "H", "H", "H"],
  "coordinates": [[-0.649088, -1.650125, 4.324736], [0.142290, -2.001134, 3.095108], [-0.001411, -1.474876, 1.781464], [0.610286, -1.948393, 0.805956], [1.516200, -2.839002, 1.055679], [1.733694, -3.607873, 2.232996], [0.963327, -3.220143, 3.357544], [1.607591, -3.655122, 4.598838], [1.471620, -3.051585, 5.629406], [1.914424, -4.798838, 4.495121], [2.699738, -4.494619, 2.232347], [2.236532, -3.423834, 0.126652], [0.339391, -1.421528, -0.029513], [-1.043786, -0.521938, 1.648951], [-2.172594, -0.467529, 2.142068], [-0.668813, 0.491418, 1.107288], [0.211970, 0.645507, 0.790023], [-1.488932, 1.654853, 0.681664], [-1.831517, 1.545531, -0.869748], [-1.223239, 0.861708, -1.426864], [-2.779883, 0.916230, -0.667912], [-2.381695, 2.816617, -1.610008], [-0.655892, 3.533310, -2.174404], [-0.148946, 2.511760, -3.125303], [-0.289294, 2.705001, -4.382512], [-0.041442, 1.760278, -5.382201], [0.827931, 0.942336, -4.846151], [1.612271, 0.889361, -3.741764], [0.862078, 1.709096, -2.705501], [1.568054, 1.853826, -1.190455], [2.391478, 0.253750, -3.383485], [1.440000, 0.230535, -5.552181], [-0.435013, 1.673921, -6.363565], [-1.921196, 3.716006, -4.805956], [-0.944249, 4.601397, -2.491063], [0.023670, 3.656142, -1.354520], [-0.700145, 2.754564, 0.744473], [-2.388986, 1.606712, 1.243026], [-1.481308, -1.179773, 4.072734], [-0.767620, -2.630862, 5.058847], [-0.157494, -0.942686, 4.878183]],
  "forces_ev_per_a": [[2.0243, -4.5713, 1.1971], [0.8023, -3.5008, 2.2317], [-4.5922, -0.3749, 10.6026], [1.9643, -0.1473, -4.7940], [6.9762, -8.5394, -2.9958], [1.7463, -0.5505, -0.6327], [1.9643, 4.0237, -3.8713], [-4.2634, -0.2631, -0.1493], [0.9283, 1.0955, 0.5832], [2.0751, -2.3855, 0.6972], [-3.5052, 3.0345, 0.1905], [-2.3484, 2.3877, 2.4532], [0.3343, 0.2936, -3.1288], [-4.4981, -2.8044, 4.3443], [-1.1744, -2.2201, 0.4754], [0.9876, 9.8203, -5.4705], [3.2286, -0.1432, -0.9678], [4.0244, 2.1206, -1.4253], [-0.9988, -7.0859, 5.9147], [0.8575, -0.3259, -0.1827], [1.0396, 0.4122, -0.9591], [-0.5230, 6.7700, -3.6500], [-3.0257, 1.2598, 0.7564], [1.5467, 3.0220, 5.4575], [-6.6463, 0.5346, -7.6225], [-1.2213, 3.1145, 1.5834], [7.3578, -6.6425, -4.1755], [-4.8778, 3.5833, 5.3923], [4.0143, -2.9607, -2.8359], [0.6116, -0.2236, 1.6538], [0.3715, -0.3949, -0.5857], [-1.9697, 0.8201, 0.3072], [-0.2468, 0.3034, -0.4733], [2.1423, -0.5854, -0.0020], [0.7307, -1.9972, -0.2935], [-0.0784, -0.0704, 0.6303], [-2.7089, -3.3601, 0.4759], [-0.4963, 0.8130, 0.6464], [-4.2194, 1.3212, -0.9775], [-0.0893, 2.7848, -2.0863], [1.7554, 1.6320, 1.6865]],
  "mulliken_charge": [-1.83, 0.67, 0.42, -0.58, -0.69, -0.39, 0.20, 0.91, -0.58, -0.57, 0.22, 0.08, 0.91, 0.73, -0.78, -0.11, 0.18, -0.69, -0.48, 0.41, 0.31, -0.08, -1.27, 0.11, 0.50, -0.77, -0.13, -0.81, 0.72, -0.20, 0.44, 0.20, 0.45, -0.25, 0.42, 0.46, 0.16, 0.41, 0.68, 0.27, 0.37],
  "relative_energy_kcal_mol": 339.0,
  "homo_lumo_gap_ev": 8.250,
  "total_energy_ha": -2310.72717,
  "total_charge": 0
}

{
  "formula": "C17H16Cl3I2NO5W",
  "method": "wB97M-V/def2-TZVPD",
  "elements": ["W", "I", "C", "I", "H", "H", "O", "C", "O", "C", "C", "C", "C", "C", "N", "H", "H", "H", "H", "Cl", "C", "Cl", "H", "H", "C", "C", "C", "C", "Cl", "C", "C", "C", "O", "C", "C", "O", "O", "H", "H", "H", "H", "H", "H", "H", "H"],
  "coordinates": [[-0.110944, -0.213275, 0.570988], [0.761299, -0.214519, -1.957173], [3.175865, 1.870790, 0.100533], [1.418206, 1.991018, 1.261978], [3.089005, 2.349199, -0.867643], [4.082381, 2.008910, 0.678280], [-1.036114, -2.241391, 3.724145], [-0.997584, -1.859216, 2.614278], [0.097045, -1.248998, 2.031834], [-2.089234, -1.936226, 1.596898], [-3.338659, -2.430769, 1.875823], [-4.294515, -2.428058, 0.867816], [-3.943929, -1.933652, -0.384317], [-2.680386, -1.429526, -0.593502], [-1.741559, -1.412604, 0.377833], [-3.537883, -2.809193, 2.870067], [-5.292203, -2.802307, 1.053741], [-4.655058, -1.927766, -1.198209], [-2.379010, -1.026583, -1.551187], [2.731237, -1.249056, 0.865711], [2.551818, -2.954577, 0.367861], [0.833622, -3.239011, 0.019578], [2.868532, -3.591265, 1.185010], [3.130154, -3.118933, -0.533153], [-3.595603, 4.843547, -0.391639], [-4.888889, 4.079793, -0.540355], [-5.991834, 4.752285, -1.061299], [-7.200862, 4.119325, -1.298317], [-8.515659, 5.001484, -1.958337], [-7.339432, 2.765642, -1.016863], [-6.261954, 2.086789, -0.491888], [-5.051916, 2.727262, -0.241957], [-4.063625, 1.859761, 0.226323], [-3.165063, 2.241271, 1.225584], [-1.952272, 1.396773, 1.013289], [-1.334820, 0.801351, 1.950109], [-1.449775, 1.166698, -0.139680], [-3.657958, 5.775964, -0.947889], [-2.747415, 4.287150, -0.797343], [-3.396307, 5.111395, 0.649456], [-5.896651, 5.801671, -1.307795], [-8.278469, 2.266779, -1.209551], [-6.336426, 1.034546, -0.247485], [-3.557569, 2.048594, 2.228871], [-2.863586, 3.289926, 1.163377]],
  "forces_ev_per_a": [[2.1508, 1.9754, -2.2783], [-0.3963, -0.0075, 0.5532], [-0.2651, 0.6301, 0.2222], [1.0405, 0.3136, -0.0564], [-0.1346, -0.2531, -0.0478], [-0.0930, -0.2344, 0.0834], [0.1853, 0.0323, -0.0138], [-0.8525, -0.4886, 0.5323], [0.4059, -0.6670, 1.0536], [-0.0992, -0.0241, -0.3979], [0.2847, -0.1137, 0.1729], [0.0510, 0.1434, -0.3403], [-0.3032, -0.2250, 0.2644], [0.5949, 0.0984, -0.1902], [-2.0747, -1.3680, 0.5654], [-0.0049, -0.0129, -0.0128], [0.0051, -0.0185, -0.0022], [0.0329, 0.0163, -0.0260], [-0.0317, 0.0823, 0.0150], [0.4512, -0.0602, 0.0642], [-0.2937, 0.0747, -0.0427], [0.2068, -0.6138, -0.1720], [-0.0374, 0.0291, 0.0419], [-0.0166, 0.0545, -0.0243], [-0.0612, -0.0268, -0.0350], [0.2272, -0.1708, 0.0172], [-0.1599, 0.0426, -0.0366], [0.2933, -0.2323, 0.1487], [-0.1497, 0.1066, -0.0651], [-0.0861, 0.2176, -0.1093], [0.2591, -0.0840, 0.2373], [-0.6695, 0.1869, -0.1083], [0.4906, -0.1422, -0.2468], [-0.3371, 0.0337, -0.0383], [-0.4860, 0.4539, 0.1323], [-0.2088, 0.2324, 0.0428], [-0.1070, -0.0042, -0.0525], [0.0080, 0.0095, 0.0072], [0.0243, -0.0156, 0.0487], [0.0515, 0.0512, -0.0345], [0.0084, 0.0054, 0.0032], [0.0093, -0.0252, 0.0166], [-0.0522, 0.0077, -0.0206], [0.0463, 0.0164, 0.0400], [0.0932, -0.0262, 0.0888]],
  "mulliken_charge": [0.45, -0.06, -0.70, 0.36, 0.35, 0.39, -0.41, 0.18, -0.46, 0.76, -0.76, -0.41, -0.77, -0.03, 0.21, 0.58, 0.51, 0.52, 0.40, 0.01, -0.33, 0.01, 0.37, 0.37, -1.57, 1.38, -0.95, 0.08, -0.18, -0.77, -0.38, 0.23, -0.22, -0.22, 1.08, -0.57, -0.34, 0.43, 0.29, 0.36, 0.38, 0.43, 0.42, 0.42, 0.14],
  "homo_lumo_gap_ev": [3.794, 3.993],
  "total_energy_ha": -3130.79655,
  "s_squared": 2.015,
  "total_charge": 2,
  "spin_multiplicity": 3
}